A gas-phase ion, C3H2N3O2 (charge +1) at a distorted geometry. Source: the OMol25 dataset; level of theory: wB97M-V/def2-TZVPD.

The gap between HOMO and LUMO (spin up / spin down) is 6.3246 / 8.4287 eV. As for the spin multiplicity: 3. Its energy above the lowest of the compared OMol25 structures with the same formula, charge and spin is 1.870 eV. The value obtained for the HOMO energy (spin up / spin down) is -12.82 / -15.51 eV. The total charge is +1.

Last columns: bonded neighbours and bond lengths (Å).
Positions of all 10 atoms, in Å:
1 C -0.919 -0.255 0.153  C2 1.574, C3 1.358, N5 1.266
2 C 0.444 0.530 0.102  C1 1.574, N6 1.362, O8 1.269
3 C -1.079 -1.604 0.153  C1 1.358, O7 1.114
4 N -0.954 2.250 0.087  O8 1.246
5 N -1.985 0.414 0.015  C1 1.266
6 N 1.672 -0.059 0.081  C2 1.362, H9 0.997, H10 1.012
7 O -1.418 -2.653 -0.011  C3 1.114
8 O 0.190 1.768 -0.020  C2 1.269, N4 1.246
9 H 1.774 -1.011 -0.194  N6 0.997
10 H 2.277 0.619 -0.365  N6 1.012